1.
The following is a quantum chemistry calculation of C29H48ClN4O4SiTi as an isolated structure, from the Open Molecules 2025 dataset.

Values from the calculation:
Gap between HOMO and LUMO (spin up / spin down), eV: 6.72 / 6.95
Total charge: 0
E_HOMO (spin up / spin down), eV: -6.5054 / -6.7316
Molar mass, g mol⁻¹: 628.1
Multiplicity: 2

Cartesian coordinates (Å):
O -1.32 -0.17 -1.33
C -0.55 -0.53 -2.26
C -0.84 -1.92 -2.86
C -2.20 -2.29 -2.76
H -2.89 -1.60 -2.25
C -2.60 -3.54 -3.23
H -3.62 -3.86 -3.11
C -1.65 -4.39 -3.83
H -1.94 -5.37 -4.18
C -0.33 -3.94 -4.02
H 0.42 -4.55 -4.54
C 0.10 -2.70 -3.54
H 1.12 -2.34 -3.67
H -0.38 0.19 -3.14
C 2.16 0.46 -2.75
C 1.47 -0.33 -1.69
H 2.53 -0.17 -3.58
H 3.04 1.00 -2.32
H 1.58 1.22 -3.25
C 1.97 -1.50 -1.17
C 3.41 -1.86 -1.42
H 1.32 -2.27 -0.81
H 3.45 -2.36 -2.39
H 3.86 -2.52 -0.70
H 4.05 -0.99 -1.51
Ti 1.68 0.43 0.17
Cl 3.82 0.19 0.78
C 1.79 1.51 2.71
O 1.30 1.78 1.56
N 1.67 2.32 3.76
C 1.12 3.68 3.62
C 2.40 2.01 4.97
H 2.34 0.56 2.85
H 0.46 3.75 2.77
H 1.94 4.41 3.53
H 0.55 3.88 4.54
H 2.47 0.94 5.13
H 1.88 2.45 5.82
H 3.41 2.41 4.93
H -5.43 1.20 -1.32
H -5.30 1.32 0.73
C -4.43 0.78 -1.51
C -4.21 1.32 0.89
N -3.58 1.11 -0.38
H -4.02 1.18 -2.44
C -2.37 1.75 -0.63
O -1.62 2.24 0.21
H -3.90 2.27 1.33
H -2.22 1.87 -1.71
H -4.59 -0.30 -1.61
H -3.99 0.51 1.60
H 2.26 5.45 -1.01
H 0.19 5.84 -2.51
C 2.44 4.53 -1.58
C 0.47 4.91 -3.02
N 1.18 4.04 -2.09
H 2.95 3.80 -0.95
C 0.66 2.84 -1.75
O 1.16 2.09 -0.85
H -0.43 4.43 -3.40
H -0.21 2.53 -2.33
H 3.09 4.81 -2.42
H 1.10 5.19 -3.87
C -1.51 1.00 3.12
Si -0.79 -0.69 2.71
C 0.05 -1.23 4.30
C -2.34 -1.72 2.46
N 0.44 -0.79 1.33
C 0.52 -2.17 1.06
C 1.71 -2.90 1.37
C 1.93 -4.16 0.80
C 0.94 -4.75 -0.02
C -0.27 -4.09 -0.25
C -0.49 -2.84 0.27
H -2.53 0.86 3.52
H -1.58 1.65 2.24
H -0.94 1.52 3.90
H -0.37 -0.66 5.15
H -0.14 -2.30 4.49
H 1.14 -1.11 4.28
H -2.82 -1.53 1.50
H -2.11 -2.79 2.54
H -3.05 -1.46 3.26
H 2.48 -2.38 1.98
H 2.89 -4.63 1.00
H 1.09 -5.74 -0.44
H -1.06 -4.56 -0.86
H -1.40 -2.27 0.05

2.
The following is a quantum chemistry calculation of one molecule with the formula C9H18N2O4S, from the Open Molecules 2025 dataset.

Values from the calculation:
Gap between HOMO and LUMO, eV: 9.00
Total charge: 0
SMILES string: CSCC[C@H](N)C(=O)N[C@H](C(=O)O)[C@@H](C)O
E_HOMO, eV: -8.5784
Molar mass, g mol⁻¹: 250.3

Cartesian coordinates (Å):
C 1.15 -1.29 0.36
C -0.08 -0.48 0.85
C 2.11 -0.42 -0.43
C 3.58 -0.92 -0.26
C 4.64 1.34 0.81
C -2.42 0.17 0.33
C -3.70 -0.74 0.15
C -2.36 1.28 -0.71
C -3.60 2.19 -0.77
H 1.47 -2.89 -0.90
H 0.36 -3.08 0.25
H 1.63 -1.45 1.37
H 1.86 -0.39 -1.52
H 1.96 0.62 -0.06
H 3.72 -1.16 0.78
H 3.76 -1.88 -0.82
H 5.26 2.21 0.66
H 3.61 1.59 1.03
H 4.99 0.73 1.66
H -1.14 -1.47 -0.44
H -2.36 0.62 1.35
H -2.02 0.89 -1.70
H -1.05 1.88 0.62
H -3.31 3.16 -1.27
H -4.34 1.64 -1.38
H -3.93 2.45 0.23
H -4.37 -2.25 -0.68
N 0.69 -2.44 -0.42
N -1.22 -0.71 0.22
O -0.01 0.37 1.74
O -4.76 -0.52 0.73
O -1.34 2.22 -0.28
O -3.54 -1.67 -0.82
S 4.73 0.38 -0.69